Record 1
{
  "formula": "C21H34N2O4",
  "method": "the ωB97M-V functional and the def2-TZVPD basis",
  "smiles": "CCOC(=O)C1CCN(C(=O)[C@H]2CCC(=O)N(CC3CCCCC3)C2)CC1",
  "homo_lumo_gap_ha": 0.345,
  "e_tot_ha": -1231.152996,
  "lumo_ha": 0.021,
  "spin_multiplicity": 1,
  "elements": ["C", "C", "O", "C", "O", "C", "C", "C", "N", "C", "O", "C", "C", "C", "C", "O", "N", "C", "C", "C", "C", "C", "C", "C", "C", "C", "C", "H", "H", "H", "H", "H", "H", "H", "H", "H", "H", "H", "H", "H", "H", "H", "H", "H", "H", "H", "H", "H", "H", "H", "H", "H", "H", "H", "H", "H", "H", "H", "H", "H", "H"],
  "xyz": [[-2.6665, -2.1438, 3.4266], [-2.7780, -0.7888, 2.7437], [-3.2869, -0.9112, 1.4133], [-2.4323, -1.2536, 0.4550], [-1.2621, -1.4784, 0.6458], [-3.1210, -1.3636, -0.8974], [-4.0501, -0.1698, -1.1680], [-3.2644, 0.9502, -1.8640], [-1.8647, 0.9119, -1.4928], [-1.3577, 1.9092, -0.7310], [-2.0740, 2.7817, -0.2729], [0.1458, 1.9104, -0.4750], [0.6953, 3.3446, -0.4868], [1.7869, 3.5522, 0.5718], [2.6140, 2.3117, 0.8514], [3.8287, 2.3147, 0.9082], [1.8600, 1.2145, 1.0931], [2.4738, -0.0483, 1.4396], [2.3887, -1.1034, 0.3297], [2.9863, -2.4246, 0.8143], [2.8824, -3.4884, -0.2749], [3.5939, -3.0284, -1.5436], [3.0143, -1.7026, -2.0269], [3.1204, -0.6463, -0.9314], [0.4330, 1.2867, 0.9004], [-1.1570, -0.2450, -2.0006], [-2.0842, -1.4720, -2.0166], [-2.3401, -2.0066, 4.4533], [-3.6304, -2.6469, 3.4245], [-1.9414, -2.7653, 2.9067], [-1.7998, -0.2992, 2.7066], [-3.4937, -0.1444, 3.2574], [-3.7173, -2.2813, -0.8514], [-4.4660, 0.1857, -0.2266], [-4.8766, -0.4806, -1.8077], [-3.3273, 0.8428, -2.9521], [-3.6547, 1.9288, -1.5826], [0.6639, 1.3243, -1.2352], [1.0956, 3.5684, -1.4767], [-0.1267, 4.0364, -0.2921], [1.3268, 3.8389, 1.5212], [2.4622, 4.3540, 0.2743], [1.9936, -0.4339, 2.3462], [3.5215, 0.1722, 1.6585], [1.3344, -1.2822, 0.0911], [4.0354, -2.2721, 1.0774], [2.4600, -2.7616, 1.7102], [3.3196, -4.4248, 0.0783], [1.8284, -3.6736, -0.4962], [3.4938, -3.7868, -2.3234], [4.6582, -2.9010, -1.3347], [3.5462, -1.3669, -2.9196], [1.9639, -1.8449, -2.2969], [4.1707, -0.4710, -0.6902], [2.7092, 0.3011, -1.2858], [0.0219, 0.2795, 0.9671], [-0.0384, 1.9074, 1.6733], [-0.7856, -0.0458, -3.0155], [-0.3096, -0.4661, -1.3553], [-1.4816, -2.3707, -1.8859], [-2.6096, -1.5500, -2.9690]],
  "atomic_forces_ev_per_a": [[-0.1, 0.2, -0.3], [0.3, -0.1, 0.5], [-0.3, 0.0, 0.0], [-0.1, -0.1, -0.4], [0.1, -0.2, 0.1], [0.0, 0.0, 0.0], [0.0, 0.1, 0.0], [-0.4, 0.2, 0.0], [-0.3, -0.2, -0.1], [0.4, 0.0, -0.1], [-0.1, 0.3, 0.3], [-0.2, 0.1, 0.1], [-0.1, 0.0, 0.0], [0.2, 0.1, -0.1], [-0.1, 0.4, 0.1], [0.4, 0.1, -0.1], [0.0, -0.2, 0.0], [0.1, -0.3, -0.1], [0.4, 0.3, 0.2], [-0.4, 0.0, -0.1], [0.3, 0.0, 0.1], [-0.3, -0.1, -0.1], [0.3, 0.0, 0.1], [-0.4, -0.1, -0.1], [-0.2, 0.0, -0.2], [0.4, -0.2, -0.3], [0.0, 0.0, 0.3], [0.0, 0.0, 0.1], [-0.1, -0.1, 0.1], [0.1, -0.1, 0.0], [-0.2, 0.0, 0.0], [0.1, 0.0, -0.1], [0.0, 0.1, 0.0], [-0.1, 0.0, -0.1], [0.0, 0.0, 0.0], [0.0, 0.0, 0.0], [0.0, -0.1, -0.1], [0.0, 0.0, 0.1], [0.0, 0.0, 0.0], [0.1, -0.1, -0.1], [0.0, 0.0, 0.0], [0.0, -0.1, 0.1], [0.0, 0.0, 0.0], [-0.1, -0.1, 0.1], [-0.1, 0.0, 0.0], [0.1, 0.0, 0.1], [0.0, 0.0, 0.1], [-0.1, -0.1, 0.0], [-0.1, -0.1, 0.0], [0.1, 0.0, 0.0], [0.1, 0.0, 0.0], [-0.1, 0.0, -0.1], [-0.1, 0.0, -0.1], [0.1, 0.1, 0.0], [0.1, 0.1, 0.0], [0.0, 0.1, 0.0], [-0.1, -0.1, 0.0], [0.0, -0.1, 0.1], [0.0, 0.0, -0.1], [0.0, 0.0, -0.1], [0.0, 0.0, 0.0]]
}

---

Record 2
{
  "formula": "C21H35AsF6NO7ReS2Sb",
  "method": "the ωB97M-V functional and the def2-TZVPD basis",
  "charge": 2,
  "homo_lumo_gap_ha": [0.291, 0.227],
  "e_tot_ha": -5351.931140,
  "lumo_ha": [-0.230, -0.293],
  "spin_multiplicity": 4,
  "s_squared": 3.78,
  "elements": ["Re", "C", "C", "C", "O", "C", "O", "O", "H", "H", "H", "H", "H", "H", "H", "F", "C", "F", "F", "S", "O", "O", "N", "S", "O", "O", "C", "F", "F", "F", "C", "As", "C", "C", "C", "C", "C", "C", "C", "C", "H", "H", "H", "H", "H", "H", "H", "H", "H", "H", "H", "H", "H", "C", "C", "Sb", "C", "C", "C", "C", "H", "H", "H", "H", "H", "H", "H", "H", "H", "H", "H", "H", "H", "H", "H"],
  "xyz": [[0.0785, -0.2293, 0.1032], [3.2403, -0.2502, 2.6342], [2.4903, -1.2286, 1.7570], [2.7226, -2.6809, 2.1233], [1.0290, -0.9631, 1.8848], [2.8365, -1.0186, 0.2786], [3.9547, -1.0130, -0.1144], [1.7664, -0.8738, -0.5593], [3.0128, -0.4315, 3.6859], [2.9982, 0.7815, 2.3772], [4.3088, -0.3956, 2.4852], [2.4552, -2.8533, 3.1656], [3.7775, -2.9168, 1.9891], [2.1377, -3.3472, 1.4875], [0.8123, -0.4772, 2.7020], [-3.1722, 2.4735, 3.8311], [-3.2587, 1.7643, 2.7345], [-3.7908, 0.5782, 2.9722], [-3.9342, 2.3971, 1.8020], [-1.5348, 1.4356, 2.1223], [-0.8116, 0.7099, 3.1254], [-1.7424, 0.6114, 0.8713], [-1.0121, 2.8548, 1.7560], [0.1932, 2.9786, 0.7529], [-0.1275, 3.5998, -0.4835], [0.9105, 1.6590, 0.6258], [1.4361, 4.0025, 1.6800], [2.4951, 4.1290, 0.9083], [1.7448, 3.3578, 2.7912], [0.8955, 5.1659, 1.9454], [-1.5399, -3.1720, 1.5011], [-1.2452, -2.3946, -0.2363], [-0.3502, -3.7426, -1.2769], [-3.0211, -2.0958, -0.9957], [-3.7734, -3.3925, -1.0859], [-3.6326, -4.2087, -2.2057], [-4.3056, -5.4187, -2.2788], [-5.1228, -5.8222, -1.2317], [-5.2734, -5.0103, -0.1163], [-4.6007, -3.7996, -0.0425], [-2.1814, -4.0451, 1.3896], [-2.0208, -2.4413, 2.1503], [-0.5812, -3.4630, 1.9259], [-0.9323, -4.6616, -1.2296], [0.6432, -3.9032, -0.8616], [-0.2586, -3.4169, -2.3101], [-2.8821, -1.6333, -1.9736], [-3.5092, -1.3740, -0.3391], [-3.0122, -3.8884, -3.0365], [-4.2022, -6.0418, -3.1568], [-5.6524, -6.7631, -1.2911], [-5.9248, -5.3148, 0.6917], [-4.7386, -3.1581, 0.8212], [0.8042, -1.5041, -4.1195], [-0.5732, -0.8836, -3.8919], [-0.4856, 0.6725, -2.4372], [-2.2803, 1.8110, -2.5778], [-2.8370, 1.8698, -3.9975], [1.1919, 1.8104, -3.0844], [1.0223, 2.3503, -4.5013], [0.7298, -2.3293, -4.8280], [1.2479, -1.8853, -3.1982], [1.5013, -0.7801, -4.5402], [-1.3115, -1.6180, -3.5701], [-0.9601, -0.4204, -4.8004], [-2.0268, 2.7967, -2.1868], [-2.9891, 1.3551, -1.8852], [-2.1305, 2.3111, -4.6996], [-3.7364, 2.4854, -4.0079], [-3.1139, 0.8826, -4.3684], [2.0427, 1.1331, -2.9972], [1.3195, 2.6105, -2.3582], [0.8098, 1.5630, -5.2260], [1.9456, 2.8382, -4.8136], [0.2267, 3.0927, -4.5577]],
  "atomic_forces_ev_per_a": [[-0.4, -0.1, -0.5], [0.0, 0.0, 0.0], [-0.1, 0.0, 0.0], [0.1, 0.0, 0.0], [-0.1, 0.1, -0.1], [0.1, 0.1, 0.0], [0.0, -0.1, 0.0], [0.0, 0.0, 0.2], [0.0, 0.0, 0.0], [0.0, 0.0, 0.0], [0.0, 0.0, 0.0], [0.0, 0.0, 0.0], [0.0, 0.0, 0.0], [0.0, 0.0, 0.0], [0.0, 0.0, 0.0], [0.0, 0.0, 0.0], [0.0, 0.0, 0.0], [0.0, 0.0, 0.0], [0.0, 0.0, 0.0], [0.0, 0.0, 0.1], [0.0, 0.1, 0.0], [0.3, -0.2, 0.1], [0.0, -0.1, 0.0], [0.0, 0.0, 0.0], [0.0, 0.0, 0.0], [0.0, 0.1, 0.0], [0.0, 0.0, 0.0], [0.0, 0.0, 0.0], [0.0, 0.0, 0.0], [0.0, 0.0, 0.0], [0.0, 0.0, 0.0], [0.1, 0.2, 0.0], [0.0, 0.0, 0.0], [0.0, 0.0, 0.0], [0.0, 0.0, 0.0], [0.0, 0.0, 0.0], [0.0, 0.0, 0.0], [0.0, 0.0, 0.0], [0.0, 0.0, 0.0], [0.0, 0.0, 0.0], [0.0, 0.0, 0.0], [0.0, 0.0, 0.0], [0.0, 0.0, 0.0], [0.0, 0.0, 0.0], [0.0, 0.0, 0.0], [0.0, 0.0, 0.0], [0.0, 0.0, 0.0], [0.0, 0.0, 0.0], [0.0, 0.0, 0.0], [0.0, 0.0, 0.0], [0.0, 0.0, 0.0], [0.0, 0.0, 0.0], [0.0, 0.0, 0.0], [0.0, 0.0, 0.0], [0.0, 0.0, 0.0], [0.1, 0.0, 0.1], [0.0, 0.0, 0.0], [0.0, 0.0, 0.0], [0.0, 0.0, 0.0], [0.0, 0.0, 0.0], [0.0, 0.0, 0.0], [0.0, 0.0, 0.0], [0.0, 0.0, 0.0], [0.0, 0.0, 0.0], [0.0, 0.0, 0.0], [0.0, 0.0, 0.0], [0.0, 0.0, 0.0], [0.0, 0.0, 0.0], [0.0, 0.0, 0.0], [0.0, 0.0, 0.0], [0.0, 0.0, 0.0], [0.0, 0.0, 0.0], [0.0, 0.0, 0.0], [0.0, 0.0, 0.0], [0.0, 0.0, 0.0]]
}

---

Record order is preserved below.
Relative energy (zero: lowest compared OMol25 entry of this formula, charge and spin): 3.4 0.0 kJ/mol